70
Properties=species:S:1:pos:R:3 method="wB97M-V/def2-TZVPD" e_above_lowest_kcal_mol=6.9 fmax_ev_per_a=4.64 spin_multiplicity=5 homo_energy_ha="-0.303 / -0.397" charge=+1 gap_ev="5.21 / 7.69"
Cr 13.8868 11.8285 11.2320
O 14.9405 11.6169 12.9253
O 12.1143 11.7336 12.1163
O 8.4352 9.4528 10.6983
O 10.7845 10.0360 11.6692
O 6.7858 10.8699 10.1962
O 13.7508 9.8975 10.7932
N 10.4591 13.3740 10.5132
N 13.1329 12.0173 9.1726
N 14.0067 14.0213 11.5783
N 15.6297 11.6814 10.2140
N 13.7311 12.5691 14.6541
N 8.3785 12.9462 9.8244
N 13.5084 7.7689 11.5370
C 14.6934 11.7345 14.2055
C 15.1122 10.8036 6.2111
C 17.8780 10.8567 8.7056
C 15.5071 11.4118 8.8564
C 15.4575 10.9510 15.2196
C 15.1720 15.2054 13.3590
C 14.2376 11.6403 8.2672
C 13.1580 13.6871 13.8687
C 10.2161 12.0467 10.7353
C 16.8702 11.7199 10.7327
C 15.9245 15.9492 12.4253
C 14.1602 14.3351 12.9300
C 14.0135 11.3230 6.9817
C 7.9734 10.6259 10.4019
C 14.0548 8.9752 11.6153
C 14.7787 14.7484 10.6680
C 9.1386 15.2969 9.5806
C 18.0246 11.3382 9.9974
C 12.2386 7.5028 10.8496
C 16.6235 10.9478 8.0854
C 15.7503 15.6532 11.0200
C 9.3430 13.8759 9.9857
C 11.0968 11.2337 11.5299
C 14.2312 6.6663 12.2129
C 16.3661 10.5809 6.7657
C 8.8676 11.7493 10.3014
H 12.2820 7.9374 9.8342
H 8.9778 15.3144 8.5027
H 16.5051 10.9193 14.9700
H 13.6187 12.6229 15.7175
H 13.0290 11.3976 6.5005
H 9.3992 9.5355 11.1050
H 15.0308 9.9229 15.2045
H 15.2818 15.3705 14.4054
H 18.7509 10.4684 8.1849
H 7.3749 12.9955 9.6771
H 14.8632 10.6519 5.1681
H 14.2588 5.8353 11.4867
H 10.0113 15.9125 9.8260
H 15.2584 6.9886 12.3566
H 8.2378 15.8118 10.0204
H 13.6974 6.4575 13.1874
H 14.5970 14.5555 9.5936
H 17.1516 10.1421 6.1702
H 12.7367 12.9250 8.9375
H 15.2886 11.3720 16.2265
H 12.7377 14.3588 14.6390
H 19.0385 11.4688 10.4580
H 11.3942 7.9459 11.3997
H 16.5142 16.7935 12.7353
H 16.4764 15.9804 10.3275
H 12.3134 13.2644 13.3417
H 12.1421 6.4303 10.8284
H 16.9904 12.1174 11.7073
H 12.3066 11.4416 9.0561
H 14.7857 9.1258 12.4594